i) ORCA calculation (ωB97M-V with the def2-TZVPD basis set) on a 7-piece molecular cluster, C7H28O7 overall.

Results
HOMO level (eV): -9.6
SMILES: CO.CO.CO.CO.CO.CO.CO
Frontier orbital gap (eV): 9.84
Charge: 0

CARTESIAN COORDINATES (ANGSTROEM)
C 0.90689 -3.94411 -10.33297
O -0.02356 -5.00404 -10.57642
H 0.55803 -3.00470 -10.79020
H 0.96152 -3.73179 -9.26006
H 1.86035 -4.23698 -10.76285
H -0.76013 -4.85994 -9.96273
C -2.45645 -3.81005 -13.74131
O -3.81446 -3.50880 -13.64992
H -1.83173 -3.02989 -14.19293
H -1.97311 -4.08516 -12.78952
H -2.30051 -4.71258 -14.33936
H -3.91781 -2.74120 -13.05934
C -0.22047 -6.86616 -5.24566
O 0.16450 -8.14665 -5.70372
H -0.72612 -6.99858 -4.29022
H 0.59519 -6.14463 -5.11622
H -0.89302 -6.32519 -5.92639
H 0.85583 -8.01471 -6.36155
C -1.08774 0.27683 -7.12301
O 0.05419 -0.54169 -7.17962
H -1.92396 -0.17630 -7.66751
H -1.39877 0.48229 -6.10054
H -0.94105 1.27440 -7.55804
H 0.47068 -0.44895 -8.03817
C -4.78982 -0.06343 -11.99739
O -3.89970 -1.17585 -12.00164
H -5.71800 -0.35336 -12.48229
H -5.04414 0.21715 -10.96868
H -4.35283 0.80120 -12.50083
H -3.04646 -0.89115 -11.66430
C -4.39300 -6.03519 -6.59591
O -3.30564 -5.15302 -6.35375
H -4.05047 -7.02866 -6.89668
H -5.01631 -6.15468 -5.70920
H -4.98985 -5.62987 -7.40975
H -3.05152 -5.20781 -5.43015
C -2.68929 -3.18508 -9.19615
O -1.77866 -4.04839 -8.52779
H -3.63795 -3.69213 -9.38953
H -2.88551 -2.28018 -8.61517
H -2.19278 -2.96172 -10.13981
H -2.15896 -4.47607 -7.74952

=====

ii) ORCA calculation (ωB97M-V with the def2-TZVPD basis set) on a 7-piece molecular cluster, C7H28O7 overall.

Results
HOMO level (eV): -10.2
SMILES: CO.CO.CO.CO.CO.CO.CO
Frontier orbital gap (eV): 10.44
Charge: 0

CARTESIAN COORDINATES (ANGSTROEM)
C -19.27316 12.02499 17.72344
O -18.48811 12.89102 18.54407
H -18.78612 11.05126 17.67096
H -20.24728 11.99521 18.21159
H -19.28910 12.50564 16.74526
H -18.73605 13.79087 18.31957
C -17.38474 19.69074 13.29418
O -17.08499 20.07584 14.66826
H -17.01102 20.37222 12.52996
H -16.96077 18.72276 13.02703
H -18.45169 19.63557 13.07815
H -17.29924 20.99471 14.84537
C -13.27002 16.77291 16.41977
O -12.91773 18.08423 16.11606
H -13.88505 16.63806 17.30952
H -13.92631 16.42706 15.62116
H -12.40487 16.10998 16.40786
H -13.72696 18.57518 15.95570
C -8.66742 17.87503 20.27193
O -7.75066 17.98638 21.31444
H -9.67108 18.01938 20.67182
H -8.46570 18.61005 19.49273
H -8.60983 16.87999 19.83070
H -7.95066 17.44282 22.08004
C -13.06967 9.49026 16.49211
O -12.94764 8.15449 16.00439
H -12.89081 9.44643 17.56645
H -12.35694 10.20512 16.08088
H -14.09886 9.81988 16.35002
H -13.82263 7.78067 16.13182
C -20.18192 19.00635 19.88898
O -19.65860 18.20876 18.85283
H -20.91756 19.68730 19.46092
H -20.60454 18.41273 20.69959
H -19.36302 19.53250 20.37956
H -18.96576 18.64841 18.35456
C -9.01731 22.45944 14.74819
O -9.09930 21.10295 14.26771
H -9.56402 23.07919 14.03746
H -9.45746 22.44827 15.74530
H -8.01040 22.87637 14.72807
H -9.84433 20.74316 14.75461

=====

i) comes first in stability; the runner-up is 30.1 kcal/mol higher.